1.
The following is a quantum chemistry calculation of C7H2N4 in the gas phase, from OMol25.

## Properties
multiplicity	1
SMILES	N#CC=C=C=NN=C=CC#N
gap between HOMO and LUMO	7.752	eV
relative energy (zero: lowest compared OMol25 entry of this formula, charge and spin)	2.2552	eV
total charge	0
LUMO level	-2.30	eV

Each line ends with the natural charge from an NBO analysis.
Atoms and positions in Å:
N 1.98385 1.55984 2.28379  -0.25
C 0.85445 1.38352 2.10928  0.24
C -0.50293 1.09300 2.01570  -0.28
C -1.02632 0.71897 0.88186  -0.03
C -1.93653 0.43498 0.03881  0.29
N -2.33470 0.32873 -1.15556  -0.20
N -1.27997 0.17059 -1.93036  -0.25
C -0.18347 -0.33396 -1.65238  0.45
C 0.99072 -0.81838 -1.34401  -0.49
C 1.20565 -2.20512 -1.50871  0.25
N 1.42564 -3.32503 -1.65727  -0.28
H -1.04335 1.08207 2.87690  0.25
H 1.84696 -0.08922 -0.95803  0.30


2.
The following is a quantum chemistry calculation of a molecular structure, C7H31O11Sr2, from OMol25.

## Properties
expectation value of S²	0.750
multiplicity	2
gap between HOMO and LUMO (spin up / spin down)	5.334 / 5.179	eV
total charge	+2
LUMO level (spin up / spin down)	-7.26 / -8.08	eV

Each line ends with the natural charge from an NBO analysis.
Atoms and positions in Å:
Sr 4.19445 0.68917 2.87258  1.42
Sr 4.25534 -2.70474 0.27478  1.50
C 0.15333 -0.03231 0.26494  -0.74
C 1.39121 -0.53825 0.89025  0.81
O 1.88049 -1.51767 0.31335  -0.85
O 1.81427 -0.07869 1.99844  -0.90
H -0.02197 0.99814 0.57404  0.22
H -0.68879 -0.69745 0.45605  0.29
H 0.40312 -0.07808 -0.79507  0.22
C -3.24098 -2.78981 1.88835  -0.24
O -4.43130 -2.11285 2.15233  -0.71
H -2.52582 -2.66222 2.70097  0.17
H -3.55620 -3.80938 1.66649  0.17
H -2.75478 -2.42472 0.98367  0.14
H -4.83157 -1.95067 1.29496  0.47
C -3.06136 1.13333 -2.33658  -0.25
O -2.03207 0.52844 -3.10241  -0.72
H -2.97527 2.20646 -2.50707  0.16
H -4.10578 0.95263 -2.59081  0.20
H -2.85591 0.96356 -1.27966  0.15
H -1.20915 0.84004 -2.71860  0.45
C 0.98954 -3.93612 -2.23180  -0.23
O -0.12999 -3.17097 -1.98505  -0.70
H 1.68407 -3.73081 -1.41720  0.10
H 0.69785 -4.97916 -2.10894  0.19
H 1.39060 -3.91791 -3.24517  0.17
H 0.11426 -2.25972 -1.80737  0.46
C -0.31911 -2.08879 4.00812  -0.27
O -0.71709 -0.82526 3.53368  -0.70
H -0.94965 -2.31131 4.86893  0.20
H -0.45500 -2.95763 3.36412  0.17
H 0.69000 -2.07853 4.42004  0.14
H -0.02554 -0.61429 2.90214  0.46
C -0.37308 4.94438 0.66546  -0.25
O -0.57338 5.58873 -0.55402  -0.68
H -1.15785 5.20097 1.37708  0.21
H -0.40544 3.86610 0.50936  0.14
H 0.59993 5.31372 0.98940  0.15
H 0.08730 5.22665 -1.14900  0.44
O 2.52381 2.60980 2.43525  -1.02
H 2.70564 3.52431 2.65171  0.51
H 1.75114 2.64570 1.87140  0.52
O 1.96772 0.57099 -3.05850  -0.97
H 1.32777 1.09141 -2.57284  0.48
H 2.17994 1.10498 -3.82404  0.50
O 3.61764 -1.86870 -2.03782  -1.04
H 3.93995 -1.99313 -2.93049  0.52
H 3.13791 -1.04099 -2.06906  0.53
O -0.31348 2.80096 -1.96165  -0.93
H -0.23066 3.70954 -2.25124  0.49
H 0.44391 2.66017 -1.39352  0.45


3.
The following is a quantum chemistry calculation of 8 unconnected molecules or ions with the total composition C7H32BN14O7, from OMol25.

## Properties
multiplicity	1
gap between HOMO and LUMO	9.093	eV
relative energy (zero: lowest compared OMol25 entry of this formula, charge and spin)	0.0000	eV
total charge	-1
LUMO level	2.16	eV

Each line ends with the natural charge from an NBO analysis.
Atoms and positions in Å:
B 0.26810 -0.59827 -0.36013  -0.79
H -0.64107 -1.21200 0.04406  -0.05
H 0.19862 -0.43116 -1.52373  -0.03
H 0.20967 0.49868 0.07419  -0.04
H 1.31454 -1.05278 -0.08454  0.00
C -1.34892 0.94776 3.47250  0.80
O -1.25555 2.11040 3.08912  -0.72
N -2.03396 0.49690 4.55895  -0.84
N -0.71952 -0.03544 2.77824  -0.86
H -2.62668 1.14955 5.03688  0.40
H -2.12411 -0.49064 4.70614  0.40
H -0.82120 -1.03684 2.84411  0.41
H -0.15386 0.27442 2.00634  0.42
C -2.25261 -2.82233 -2.51175  0.77
O -2.95646 -3.45555 -3.29151  -0.69
N -0.90154 -2.71353 -2.64635  -0.87
N -2.81587 -2.05015 -1.52571  -0.87
H -0.33718 -2.31555 -1.91189  0.42
H -0.62031 -3.28157 -3.42742  0.41
H -2.16204 -1.45007 -1.04520  0.41
H -3.78899 -1.84695 -1.64948  0.41
C -0.98554 4.54902 0.72047  0.77
O -0.89971 5.50851 -0.03407  -0.68
N -0.87634 4.71187 2.08802  -0.87
N -0.93003 3.22938 0.36734  -0.87
H -1.02154 5.63520 2.45284  0.38
H -1.19505 3.93099 2.65480  0.42
H -0.71322 2.54970 1.07529  0.42
H -1.18892 3.05961 -0.58441  0.40
C 3.18983 1.51106 1.37692  0.77
O 4.20586 1.88054 1.95641  -0.69
N 2.60700 2.26225 0.40419  -0.85
N 2.48839 0.40586 1.74117  -0.88
H 3.11701 3.06883 0.09664  0.40
H 1.75296 1.98352 -0.04781  0.39
H 2.84464 -0.01847 2.57941  0.40
H 1.85710 -0.09664 1.12335  0.43
C -0.68380 -3.78232 2.55743  0.78
O -0.34903 -3.07373 3.49726  -0.69
N -1.17176 -5.06614 2.68687  -0.86
N -0.68288 -3.32950 1.27293  -0.86
H -0.97536 -5.69426 1.92878  0.39
H -1.20186 -5.40676 3.63123  0.40
H -0.33260 -2.39056 1.11117  0.44
H -1.12642 -3.88210 0.56300  0.40
C -0.48736 2.42195 -3.01478  0.77
O -0.47064 3.35758 -3.79761  -0.66
N -1.47296 1.47978 -2.96577  -0.86
N 0.47676 2.22201 -2.06370  -0.90
H -2.30301 1.48254 -3.52353  0.41
H -1.29555 0.66519 -2.40031  0.39
H 0.27620 1.46607 -1.41217  0.43
H 1.29855 2.79328 -2.05121  0.41
C 3.17137 -1.23108 -3.09691  0.78
O 4.03597 -1.73623 -3.78576  -0.67
N 3.07900 0.10560 -2.82797  -0.85
N 2.12578 -1.92468 -2.56073  -0.88
H 2.37684 0.44615 -2.19760  0.40
H 3.59666 0.73755 -3.40825  0.40
H 2.09749 -2.91264 -2.74870  0.38
H 1.33508 -1.60380 -1.99704  0.42


no.,energy (hartree),largest force on an atom (hartree/bohr)
1,-486.72427,0.10680
2,-1173.75316,0.05660
3,-1604.37285,0.04077